ORCA calculation (ωB97M-V/def2-TZVPD) on C37H44N5SSn as an isolated structure.

```
88
Properties=species:S:1:pos:R:3:lowdin_charge:R:1
Sn -0.03 0.03 0.83 1.2864
C -5.67 -2.18 -1.30 -0.0699
C -5.41 -1.61 0.10 -0.1745
C -4.24 -0.68 0.12 -0.1065
C -4.24 0.69 0.10 -0.1070
C -5.41 1.61 0.06 -0.1755
C -5.73 2.09 -1.36 -0.0690
C -2.86 1.10 0.10 -0.2208
C -2.42 2.41 0.07 0.0703
C -1.11 2.85 0.07 -0.2175
C -0.69 4.23 0.01 -0.1099
C -1.59 5.41 -0.04 -0.1793
C -2.00 5.88 1.37 -0.0709
C 0.68 4.23 0.04 -0.1103
C 1.10 2.85 0.11 -0.2078
C 2.41 2.41 0.14 0.0741
C 2.84 1.10 0.19 -0.2061
N 2.02 0.00 0.19 -0.0014
C 2.84 -1.10 0.22 -0.2073
C 2.41 -2.42 0.22 0.0685
C 1.10 -2.84 0.22 -0.2067
N 0.00 -2.02 0.19 -0.0026
C -1.11 -2.84 0.19 -0.2057
C -2.42 -2.41 0.16 0.0726
C -2.86 -1.10 0.14 -0.2091
N -2.05 0.00 0.11 -0.0196
C -0.69 -4.21 0.17 -0.1105
C 0.68 -4.21 0.19 -0.1095
C 1.59 -5.40 0.17 -0.1788
C 2.12 -5.71 -1.23 -0.0707
C -1.61 -5.39 0.17 -0.1798
C -2.11 -5.73 1.58 -0.0711
C 4.22 -0.68 0.20 -0.1065
C 4.22 0.68 0.18 -0.1069
C 5.40 1.60 0.15 -0.1754
C 5.74 2.07 -1.27 -0.0675
C 5.39 -1.61 0.18 -0.1736
C 5.67 -2.19 -1.21 -0.0684
N 0.00 2.04 0.10 -0.0193
C 1.59 5.41 -0.02 -0.1787
C 2.06 5.70 -1.46 -0.0708
H -6.52 -2.87 -1.27 0.0792
H -4.80 -2.71 -1.69 0.0715
H -5.92 -1.38 -2.00 0.0721
H -5.23 -2.43 0.81 0.1145
H -6.29 -1.08 0.44 0.1093
H -5.23 2.47 0.71 0.1138
H -6.28 1.09 0.46 0.1096
H -4.89 2.65 -1.78 0.0725
H -6.61 2.74 -1.36 0.0791
H -5.93 1.24 -2.02 0.0720
H -3.18 3.18 0.04 0.1181
H -2.49 5.18 -0.62 0.1107
H -1.09 6.23 -0.55 0.1127
H -2.53 5.08 1.90 0.0749
H -2.65 6.75 1.31 0.0786
H -1.12 6.15 1.96 0.0786
H 3.17 3.18 0.12 0.1179
H 3.17 -3.18 0.22 0.1169
H -3.18 -3.18 0.14 0.1161
H 1.05 -6.26 0.55 0.1117
H 2.43 -5.22 0.85 0.1158
H 1.30 -5.92 -1.92 0.0810
H 2.78 -6.58 -1.20 0.0793
H 2.68 -4.87 -1.64 0.0670
H -1.07 -6.25 -0.24 0.1116
H -2.46 -5.21 -0.49 0.1133
H -1.27 -5.96 2.24 0.0812
H -2.77 -6.59 1.55 0.0789
H -2.65 -4.89 2.02 0.0732
H 6.26 1.09 0.58 0.1102
H 5.20 2.47 0.78 0.1142
H 5.97 1.22 -1.91 0.0718
H 6.62 2.73 -1.24 0.0796
H 4.92 2.62 -1.72 0.0694
H 5.21 -2.43 0.89 0.1160
H 6.27 -1.08 0.53 0.1098
H 4.80 -2.71 -1.61 0.0668
H 6.51 -2.88 -1.17 0.0799
H 5.92 -1.39 -1.91 0.0723
H 2.46 5.24 0.62 0.1136
H 1.07 6.28 0.37 0.1114
H 2.60 4.85 -1.87 0.0697
H 2.70 6.57 -1.48 0.0788
H 1.20 5.89 -2.11 0.0795
S -0.78 0.74 3.12 0.6403
C 0.11 -0.06 4.29 -0.8108
N 0.69 -0.59 5.14 0.0895
```

Charge: +1
Gap between HOMO and LUMO, eV: 5.77
Spin multiplicity: 1
Energy, Eh: -2322.47307